Formula: C17H37MnNSi4Te
Source: the Open Molecules 2025 dataset
Level of theory: wB97M-V/def2-TZVPD

The calculation puts the calculated total energy at -89842.07336 eV. The max |F| comes out at 5.1 eV/A. As for the total charge: -1. The frontier orbital gap (spin up / spin down) comes out at 5.6 / 5.7 eV. As for the multiplicity: 5.

Each line ends with the Löwdin spin population.
Positions of all 61 atoms, in Å:
H1 0.427 -0.684 4.885  0.0000
Mn1 0.665 -0.492 -3.555  2.7108
C1 1.199 1.984 -5.355  0.0380
H2 -4.709 0.748 1.419  0.0001
H3 2.725 2.225 3.522  -0.0001
H4 -3.778 -0.287 0.310  0.0026
C2 3.042 0.134 0.967  0.0025
H5 0.709 3.430 0.859  0.0001
C3 -2.343 1.824 3.451  0.0039
C4 1.654 -1.389 -5.090  0.0200
C5 -0.774 0.962 -3.935  0.0083
Si1 1.625 1.206 1.581  0.0008
H6 0.770 2.778 -5.976  0.0012
H7 1.898 0.738 4.036  0.0000
H8 1.304 2.494 -0.537  0.0016
H9 -2.385 1.002 4.176  0.0001
H10 2.822 -2.375 -3.415  0.0012
H11 2.777 0.802 -2.543  0.0467
C6 1.277 -2.836 2.504  0.0000
H12 2.275 1.823 -5.441  0.0022
C7 0.458 1.248 -4.521  -0.0150
C8 -0.421 -2.140 -4.343  0.0020
C9 -3.804 0.128 1.325  0.0033
H13 3.969 0.724 1.032  0.0001
H14 -1.802 -3.288 1.352  0.0006
H15 1.246 -3.772 3.080  0.0000
H16 -3.250 2.435 3.582  0.0008
H17 -1.497 -2.308 -4.285  0.0013
H18 -2.759 -2.515 2.637  0.0000
H19 -0.354 -2.240 5.238  0.0005
H20 -2.242 2.345 -0.568  0.0012
H21 1.392 -3.090 1.442  0.0001
C10 1.496 2.749 0.513  0.0012
Si2 -0.344 -0.047 1.343  0.0352
H22 3.173 -0.778 1.562  0.0001
C11 -1.801 -2.998 2.410  0.0008
H23 2.160 -2.266 2.822  0.0000
C12 0.248 -1.405 -5.386  0.0450
C13 0.581 -2.614 -3.414  0.0562
C14 -2.312 2.674 0.476  0.0011
H24 -1.724 -3.912 3.017  0.0000
H25 -1.477 2.455 3.692  0.0000
C15 1.863 -2.165 -3.878  0.0059
H26 2.890 -0.155 -0.083  0.0031
H27 0.965 2.232 3.777  0.0001
N1 1.934 0.270 -2.788  0.8834
H28 2.458 3.279 0.569  0.0000
H29 2.416 -0.914 -5.699  0.0020
C16 1.806 1.632 3.404  -0.0002
H30 -3.262 3.216 0.601  0.0000
H31 0.373 -3.199 -2.519  0.0040
Si3 -2.304 1.216 1.669  0.0095
H32 -3.888 -0.705 2.035  0.0001
H33 -0.233 -0.954 -6.245  0.0045
Si4 -0.326 -1.900 2.810  0.0059
H34 -1.575 0.552 -4.575  -0.0027
C17 -0.407 -1.340 4.607  0.0025
Te1 -0.844 -0.624 -1.001  0.1004
H35 -1.139 1.528 -3.067  0.0068
H36 -1.346 -0.823 4.841  0.0000
H37 -1.492 3.377 0.670  0.0001